Entry 1:
H14O6S | wB97M-V/def2-TZVPD

Each line ends with the Löwdin charge.
Atoms and positions in Å:
H 2.095 1.094 2.143  0.02
H -1.094 1.584 -2.700  0.04
H -3.204 -4.021 4.873  0.03
H 1.300 2.077 -3.445  0.02
H -2.204 -2.913 4.613  0.03
H -2.456 -0.837 1.111  -0.22
H 1.585 -0.549 0.339  0.00
H 2.359 1.164 -2.918  0.03
O 1.387 0.516 2.448  -0.06
S -2.041 -0.594 -0.143  0.50
O -0.771 0.828 -3.205  -0.07
O 1.719 2.360 0.012  -0.05
O 2.209 2.093 -3.128  -0.05
O -2.341 -3.856 4.473  -0.06
H 2.242 -1.453 -0.713  0.04
O 1.415 -1.018 -0.487  -0.07
H -0.793 -0.300 0.245  -0.24
H 2.352 3.082 -0.009  0.04
H 2.034 1.711 -0.622  0.01
H 0.777 1.109 2.895  0.04
H -1.551 0.267 -3.276  0.03

Values from the calculation:
Gap between HOMO and LUMO, eV: 9.8
Strongest force on any atom, eV/A: 0.58


Entry 2:
C31H37O7P | wB97M-V/def2-TZVPD

Each line ends with the Löwdin charge.
Atoms and positions in Å:
C 2.388 4.300 -1.323  0.00
C 0.898 -3.733 3.055  -0.30
H 3.011 6.516 0.380  0.10
C 2.439 1.988 2.946  -0.09
C -1.571 -0.448 -1.475  0.06
H -5.071 -3.359 -2.281  0.11
H 4.964 -4.305 -3.752  0.09
C 3.081 -0.360 -3.765  0.01
C -0.268 3.633 -1.951  -0.01
H 2.757 2.073 3.990  0.08
C -0.999 0.797 -1.301  0.00
H 2.947 -4.459 3.019  0.07
H 2.905 8.054 -0.547  0.10
C 4.178 -3.837 -3.158  -0.05
O -2.765 -0.065 2.910  -0.08
C -1.106 -1.275 4.106  -0.13
H 0.697 1.361 1.813  0.10
C 0.293 1.183 -1.740  -0.05
C 2.006 2.976 -1.439  -0.01
H 3.240 -4.405 -3.248  0.10
H 3.139 1.330 2.420  0.08
H 4.484 -3.773 -2.103  0.10
H 3.780 -0.107 -4.560  0.12
C -2.984 -0.724 -1.559  -0.20
H 0.845 -1.290 -0.721  0.10
C 2.234 -2.029 -2.189  0.02
H 2.047 -4.838 4.532  0.08
C -3.760 -1.903 1.596  -0.07
H -4.769 -0.629 2.962  0.11
C 1.395 -1.067 -1.640  -0.01
C 1.273 0.213 -2.216  -0.17
H -3.832 -2.679 2.372  0.09
C -3.977 0.236 -1.230  -0.02
H 2.213 -3.051 -1.799  0.11
H -3.662 1.240 -0.944  0.11
H -2.654 -2.738 -2.260  0.12
C 2.942 6.966 -0.622  -0.05
H -4.194 0.221 1.488  0.09
C -4.765 -2.353 -1.982  -0.07
H -6.082 0.630 -0.968  0.12
H -6.784 -1.691 -1.550  0.11
H 2.473 2.975 2.481  0.06
H -1.289 3.374 -2.225  0.12
H -1.594 1.583 -0.829  0.12
H -0.939 -1.315 -1.673  0.12
C -2.459 -0.853 4.013  -0.63
H 0.321 1.948 3.463  0.12
H 3.425 4.546 -1.081  0.11
H 2.760 2.210 -1.255  0.13
H -0.059 -4.082 3.476  0.12
C 1.052 1.387 2.859  -0.25
C 1.419 5.315 -1.487  -0.25
H -0.628 5.761 -1.989  0.13
C 3.126 -1.673 -3.230  -0.25
H 3.798 6.657 -1.241  0.09
C 1.975 -4.728 3.445  -0.09
C 0.092 4.959 -1.839  0.02
H -0.904 -1.848 5.003  0.06
H 1.680 -5.698 3.024  0.07
H -4.550 -2.093 0.868  0.05
C -3.947 -0.544 2.235  -0.25
C 2.169 0.548 -3.273  -0.02
O 1.684 6.629 -1.258  -0.07
O 1.142 0.025 3.383  -0.23
C 0.677 2.597 -1.739  -0.17
O 1.175 -2.390 3.520  -0.24
O 4.052 -2.523 -3.747  -0.08
H 2.143 1.538 -3.723  0.12
C -3.421 -2.014 -1.966  -0.02
C -5.731 -1.406 -1.602  -0.05
H 0.823 -3.691 1.957  0.10
O -0.142 -1.308 1.529  -0.31
C -5.329 -0.110 -1.248  -0.06
H -2.788 -1.985 1.087  0.07
P 0.209 -1.203 2.972  0.46
O -3.328 -1.188 4.826  -0.02

Values from the calculation:
Gap between HOMO and LUMO, eV: 2.6
Strongest force on any atom, eV/A: 2.80


Entry 3:
C5H10N2O2 | wB97M-V/def2-TZVPD

Each line ends with the Löwdin charge.
Atoms and positions in Å:
H -0.470 2.349 -0.645  0.06
O 2.147 0.001 -1.066  0.03
H 0.847 -1.474 1.177  0.17
H 2.428 0.317 1.519  0.10
H -0.979 -0.291 -2.109  0.07
H 0.949 0.496 2.532  0.10
N -1.478 -1.578 0.390  0.13
C -0.868 -0.307 0.582  -0.62
H -1.263 -2.033 -0.489  0.08
N 0.689 -0.562 0.742  -0.03
H 1.150 1.455 1.055  0.10
C -0.762 1.665 -1.437  0.00
H 0.786 -1.508 -1.202  0.13
H -2.480 -1.476 0.491  0.10
C 1.357 0.500 1.525  0.00
O -1.354 0.539 1.307  0.03
C -0.605 0.348 -1.306  -0.12
H -1.215 2.120 -2.313  0.06
C 1.121 -0.561 -0.752  -0.37

Values from the calculation:
Gap between HOMO and LUMO (alpha / beta), eV: 8.6 / 8.6
Strongest force on any atom, eV/A: 0.48


Entry 4:
C5H8N2 | wB97M-V/def2-TZVPD

Each line ends with the Löwdin charge.
Atoms and positions in Å:
C 0.928 0.106 1.542  -0.19
C -0.428 -0.669 -0.431  -0.25
H 1.498 1.333 -0.720  0.08
C -1.261 0.516 -0.835  -0.11
C 0.966 -0.437 0.157  -0.37
H -0.468 -1.544 -1.078  0.14
C -1.640 -0.288 0.373  -0.11
H -1.856 0.446 -1.743  0.10
N 1.033 0.492 2.628  0.15
H 2.769 0.318 -0.481  0.08
N 1.789 0.359 -0.737  0.05
H -2.538 -0.899 0.378  0.10
H 1.459 -1.408 0.281  0.15
H -0.849 1.507 -0.665  0.10
H -1.403 0.168 1.332  0.09

Values from the calculation:
Gap between HOMO and LUMO, eV: 11.1
Strongest force on any atom, eV/A: 0.99


Entry 5:
AlF2NO4S2 | wB97M-V/def2-TZVPD

Each line ends with the Löwdin charge.
Atoms and positions in Å:
O -0.283 1.162 1.773  -0.07
S 1.194 -0.418 -0.147  0.75
N -0.278 0.363 -0.759  -0.37
Al -0.971 0.878 -2.359  1.57
O 1.249 -1.302 1.045  -0.05
S -0.874 0.314 0.710  0.60
O 2.439 0.354 -0.317  -0.10
F 1.278 -1.481 -1.402  -0.13
O -1.471 -0.937 1.161  -0.05
F -2.283 1.068 0.296  -0.15

Values from the calculation:
Charge: +2
Gap between HOMO and LUMO, eV: 3.7
Strongest force on any atom, eV/A: 11.63


Entry 6:
C13H13OP | wB97M-V/def2-TZVPD

Each line ends with the Löwdin charge.
Atoms and positions in Å:
H 4.210 -1.093 -1.320  0.13
P -0.985 -2.531 0.543  1.05
C -2.928 -0.919 -0.613  -0.19
H 3.388 1.286 0.247  0.13
H -4.650 0.166 -1.480  0.11
H 1.057 2.339 -0.607  0.10
C -2.639 1.298 1.001  -0.12
H -3.311 -1.773 -1.156  0.09
C -1.732 -0.921 0.177  -0.38
H 2.877 0.823 -1.451  0.11
C 2.729 -1.840 0.072  -0.14
H -4.592 2.065 0.269  0.14
C 2.907 0.496 -0.407  -0.18
C 1.514 0.223 0.015  -0.16
H -0.934 0.331 1.675  0.14
C 3.748 -0.807 -0.309  -0.17
C -3.758 0.152 -0.795  -0.09
C -0.553 1.717 0.041  -0.02
H 4.487 -0.670 0.479  0.10
C -3.715 1.249 0.165  -0.12
C 0.708 1.431 -0.199  -0.06
C -1.401 0.508 0.688  -0.27
C 1.415 -1.089 0.319  -0.32
H -2.631 2.074 1.857  0.14
O 0.599 -2.008 0.803  -0.40
H 2.472 -2.614 -0.681  0.13
H 2.829 -2.338 1.126  0.15
H -1.112 2.446 -0.460  0.09

Values from the calculation:
Gap between HOMO and LUMO (alpha / beta), eV: 6.6 / 6.6
Strongest force on any atom, eV/A: 5.59


The records above give, respectively, relative energy (zero: lowest compared OMol25 entry of this formula, charge and spin) values of 109.9, 34.1, 460.4, 132.0, 218.3, 383.0 kJ/mol.